(1)
57
Properties=species:S:1:pos:R:3 method="wB97M-V/def2-TZVPD" e_above_lowest_kj_mol=29.6 e_tot_ev=-72770.3174 lumo_ev="-5.813 / -9.349" s_squared=6.033 homo_ev="-13.24 / -13.75" mol_weight_g_mol=705.756 spin_multiplicity=5 orbital_gap_ha="0.2730 / 0.1617" charge=+2
Pt 0.7259 -0.0357 -0.4789
S 0.0213 1.6898 1.0600
C -0.3459 2.9386 -0.0308
C -0.4767 4.2487 0.4938
C -0.8163 5.2956 -0.3102
C -0.9180 6.6199 0.2475
N -1.0000 7.6765 0.6930
C -1.0623 5.0746 -1.7005
C -0.9517 3.8184 -2.2299
C -0.5846 2.7186 -1.4255
S -0.5093 1.1784 -2.1683
C -1.4217 6.1750 -2.5565
N -1.7138 7.0516 -3.2409
H -0.2968 4.4213 1.5467
H -1.1420 3.6651 -3.2838
N 2.4780 -3.3565 -2.9004
C 1.7232 -2.2606 -2.9414
N 1.7645 -1.6831 -1.7554
C 2.5747 -2.4996 -1.0215
N 3.0339 -3.5295 -1.6836
C 2.8916 -2.2039 0.3829
C 3.7736 -2.9680 1.1347
N 4.0483 -2.6658 2.3994
C 3.4532 -1.5896 2.9120
C 2.5681 -0.8199 2.1729
N 2.2873 -1.1389 0.9117
H 2.6675 -4.0189 -3.6381
H 1.1951 -1.9123 -3.8160
H 4.2585 -3.8334 0.6991
H 3.6859 -1.3329 3.9384
H 2.0841 0.0574 2.5866
C -1.1867 -3.1884 2.6500
N -2.3243 -2.4609 2.0624
C -3.3927 -2.1202 3.0224
C -2.2884 -1.9740 0.8340
S -0.7387 -1.9310 -0.0070
N -3.3700 -1.5769 0.1669
C -4.6802 -2.2372 0.3030
C -3.2834 -0.6449 -0.9678
H -1.5775 -3.8950 3.3776
H -0.5121 -2.4972 3.1558
H -0.6452 -3.7461 1.8912
H -2.9151 -1.8912 3.9728
H -4.0795 -2.9516 3.1695
H -3.9356 -1.2421 2.6915
H -4.5958 -3.1481 0.8837
H -5.0154 -2.5011 -0.6985
H -5.4163 -1.5742 0.7534
H -2.4465 0.0354 -0.8518
H -4.2018 -0.0626 -0.9890
H -3.1915 -1.1852 -1.9113
C 4.7008 2.5939 -1.7173
C 3.5161 1.8220 -1.3276
N 2.5888 1.2286 -1.0166
H 4.6281 2.8777 -2.7653
H 5.5980 1.9962 -1.5703
H 4.7690 3.4935 -1.1086

***

(2)
51
Properties=species:S:1:pos:R:3 method="wB97M-V/def2-TZVPD" e_above_lowest_kj_mol=35.2 e_tot_ev=-35827.1585 lumo_ev=-6.291 homo_ev=-14.58 mol_weight_g_mol=469.330 spin_multiplicity=1 orbital_gap_ha=0.3047 charge=+2
Y -0.2726 -1.4744 0.6542
O -2.2631 -5.3121 1.8198
C -1.5269 -4.3561 1.3324
O -1.7736 -3.1550 1.4872
C -0.3482 -4.7884 0.5380
C -0.0045 -6.0824 0.2139
C 1.1099 -6.2625 -0.6108
C 1.8046 -5.1632 -1.0843
C 1.3821 -3.8945 -0.6987
N 0.3432 -3.7302 0.1062
C 2.0118 -2.5916 -1.1861
O 2.9383 -2.6100 -1.9447
O 1.3977 -1.5394 -0.6907
H -3.0197 -4.9541 2.3149
H -0.5823 -6.9199 0.5780
H 1.4157 -7.2619 -0.8893
H 2.6565 -5.2523 -1.7446
C -2.7337 1.3447 -2.9351
C -1.3622 1.1447 -2.9487
C -0.7972 0.3381 -1.9808
N -1.5282 -0.2395 -1.0045
C -2.8569 -0.0376 -1.0020
C -3.4960 0.7379 -1.9462
H -3.2044 1.9621 -3.6884
H -0.7343 1.5931 -3.7051
H 0.2663 0.1319 -1.9631
H -3.4228 -0.5270 -0.2166
H -4.5689 0.8593 -1.9084
C -1.2662 2.6483 2.8081
N -1.6940 2.1043 4.1285
C -1.0239 2.8356 5.2454
C -1.5391 0.5864 4.2159
C -0.1397 0.1132 3.9409
C 0.7850 0.1502 4.9794
C 2.1131 -0.2097 4.7719
C 2.5108 -0.6165 3.5144
C 1.5601 -0.6930 2.4958
C 0.2043 -0.3525 2.6567
H -1.4725 3.7153 2.7894
H -1.8189 2.1414 2.0211
H -0.2028 2.4630 2.6890
H -2.6941 2.2830 4.2204
H 0.0510 2.7356 5.1319
H -1.3444 2.4097 6.1926
H -1.3090 3.8831 5.1919
H -2.2365 0.1857 3.4816
H -1.8820 0.3202 5.2157
H 0.4749 0.4472 5.9751
H 2.8216 -0.1727 5.5880
H 3.5424 -0.8816 3.3236
H 1.9569 -1.0229 1.5273

***

(3)
49
Properties=species:S:1:pos:R:3 method="wB97M-V/def2-TZVPD" e_above_lowest_kj_mol=0.0 e_tot_ev=-32190.3226 lumo_ev=0.619 smiles="Cc1[nH]c2ccccc2c1/C=N/NC(=O)CCC(=O)NCc1ccccc1" homo_ev=-7.30 mol_weight_g_mol=362.433 spin_multiplicity=1 orbital_gap_ha=0.2911 charge=0
C -4.2637 -2.5601 -1.1875
C -4.5023 -1.1705 -0.7308
C -3.6263 -0.2584 -0.1704
C -2.2353 -0.4377 0.1122
N -1.6270 -1.5283 -0.1420
N -0.3107 -1.6159 0.1569
C 0.3796 -2.7537 -0.0950
O -0.0941 -3.7455 -0.6039
C 1.8559 -2.6841 0.3071
C 2.1178 -2.0888 1.7033
C 2.3713 -0.5960 1.6019
O 1.4774 0.2111 1.4026
N 3.6587 -0.2300 1.7267
H 4.3712 -0.9386 1.8061
C 4.1131 1.1319 1.5086
C 4.8119 1.2495 0.1784
C 4.0746 1.1312 -0.9942
C 4.7022 1.1933 -2.2246
C 6.0738 1.3753 -2.2950
C 6.8139 1.4940 -1.1315
C 6.1858 1.4264 0.1007
H 6.7670 1.5191 1.0075
H 7.8832 1.6371 -1.1820
H 6.5643 1.4260 -3.2555
H 4.1211 1.1023 -3.1302
H 3.0045 0.9957 -0.9347
H 3.2190 1.7606 1.5292
H 4.7799 1.4213 2.3255
H 1.2500 -2.2588 2.3432
H 2.9789 -2.5812 2.1570
H 2.3880 -2.1065 -0.4545
H 2.2290 -3.7081 0.2647
H 0.1544 -0.8049 0.5864
H -1.7114 0.4145 0.5625
C -4.3805 0.9379 0.0859
C -4.0717 2.1828 0.6274
C -5.0720 3.1263 0.7275
C -6.3729 2.8570 0.3001
C -6.7076 1.6322 -0.2404
C -5.7035 0.6816 -0.3422
N -5.7379 -0.5986 -0.8281
H -6.5519 -1.0567 -1.2036
H -7.7136 1.4202 -0.5723
H -7.1291 3.6222 0.3952
H -4.8498 4.0975 1.1452
H -3.0701 2.4066 0.9626
H -4.8796 -3.2589 -0.6207
H -3.2165 -2.8075 -1.0431
H -4.5188 -2.6648 -2.2422

***

(4)
51
Properties=species:S:1:pos:R:3 method="wB97M-V/def2-TZVPD" e_above_lowest_kj_mol=1884.1 e_tot_ev=-38494.6875 lumo_ev=-0.564 homo_ev=-8.90 mol_weight_g_mol=402.399 spin_multiplicity=1 orbital_gap_ha=0.3062 charge=0
O -2.9932 -3.6074 -0.2262
C -2.7764 -2.3891 -0.3738
C -3.9799 -1.4610 -0.4857
C -4.2436 -0.4022 0.1216
C -5.4850 0.2570 -0.0319
C -5.4622 1.7254 0.3742
C -6.6156 2.4930 0.4338
C -7.7950 2.0845 -0.0876
C -7.9464 0.7200 -0.2394
C -6.7349 -0.1597 -0.1169
H -6.9391 -0.9814 -0.2107
H -8.9704 0.3522 -0.4132
H -8.6280 2.5113 -0.1117
H -6.4071 3.7744 0.4478
H -4.4455 2.2326 0.3781
H -3.5434 0.0285 0.8260
H -4.9284 -2.1911 -0.9180
C -1.6569 -1.7816 -0.2209
C -1.3003 -0.3034 -0.7905
C -0.2202 0.2513 -0.4401
C 0.8197 -0.4959 -0.0443
C 0.5945 -1.7240 0.5489
C -0.5241 -2.3399 0.2626
O -0.6725 -3.6897 0.7135
H -1.5202 -3.8818 0.0524
H 1.6071 -2.3918 0.7704
O 2.0211 0.0486 0.2155
C 3.1586 -0.1535 0.8737
O 3.7408 0.6778 1.6267
C 4.6426 1.5543 0.7824
C 3.8073 2.8798 0.0738
O 3.0441 2.4244 -1.1553
H 2.4802 1.7844 -0.7794
H 3.1145 3.0225 0.8934
H 4.4659 3.4872 -0.1629
C 5.4373 1.0497 -0.3420
O 6.7334 1.3371 -0.7129
H 7.1662 1.3168 0.5730
C 5.3990 -0.6083 -0.0425
O 6.0376 -1.2391 -0.9249
H 6.9056 -0.8457 -1.2147
C 3.8430 -1.1109 0.1991
O 3.8314 -2.5511 0.4420
H 4.5397 -3.1524 -0.0563
H 3.4718 -1.0490 -1.1350
H 6.0179 -0.8704 0.9285
H 4.9983 0.8925 -1.3108
H 5.4444 1.8692 1.4781
H 2.8032 -0.8500 1.6342
H -0.1614 1.2858 -0.8330
H -2.1759 0.1699 -1.2693

***

(5)
51
Properties=species:S:1:pos:R:3 method="wB97M-V/def2-TZVPD" e_above_lowest_kj_mol=3.9 e_tot_ev=-53473.8529 lumo_ev=0.106 homo_ev=-7.64 mol_weight_g_mol=592.544 spin_multiplicity=1 orbital_gap_ha=0.2846 charge=0
Au 0.2033 2.2582 0.0768
C -0.3373 -5.3928 1.1733
C -0.1516 -4.5405 -0.0903
C -0.3398 -5.3983 -1.3504
C 1.2802 -4.0000 -0.0931
C -1.1897 -3.4298 -0.0953
C -2.5469 -3.7735 -0.0917
C -3.5489 -2.8267 -0.0964
C -3.1858 -1.4935 -0.1097
S -4.1886 -0.0812 -0.1074
C -2.7082 0.9108 -0.1173
N -1.6186 0.2273 -0.1285
C -1.8284 -1.1141 -0.1171
C -0.8399 -2.0928 -0.1072
C -2.7963 2.3450 -0.1147
C -4.0598 2.9431 -0.1177
C -4.1823 4.3139 -0.1082
C -3.0373 5.0959 -0.1322
C -1.7904 4.4940 -0.1353
C -1.6130 3.1106 -0.1053
H 0.4029 -6.1911 1.2039
H -1.3265 -5.8419 1.2095
H -0.2140 -4.7713 2.0591
H 0.4018 -6.1952 -1.3810
H -0.2216 -4.7801 -2.2395
H -1.3284 -5.8489 -1.3813
H 1.9831 -4.8300 -0.0820
H 1.4677 -3.3887 0.7863
H 1.4704 -3.4108 -0.9875
H -2.8318 -4.8142 -0.0796
H -4.5903 -3.1093 -0.0877
H 0.1854 -1.7673 -0.0927
H -4.9460 2.3206 -0.1196
H -5.1627 4.7693 -0.0849
H -3.1196 6.1748 -0.1395
H -0.9163 5.1305 -0.1535
C 4.4554 5.3868 0.5938
C 4.7642 4.0983 1.3635
C 3.9909 2.9794 0.7822
N 2.7765 2.7237 1.0523
N 2.2224 1.7428 0.3319
C 3.0449 1.1891 -0.5186
N 2.7105 0.1947 -1.3502
S 4.6375 1.9176 -0.4912
H 4.9566 6.2278 1.0652
H 3.3859 5.5820 0.6008
H 4.7911 5.3075 -0.4388
H 4.4696 4.2255 2.4058
H 5.8316 3.8848 1.3178
H 1.7769 -0.1797 -1.2948
H 3.4130 -0.2824 -1.8834

***

(6)
52
Properties=species:S:1:pos:R:3 method="wB97M-V/def2-TZVPD" e_above_lowest_kj_mol=332.9 e_tot_ev=-38612.6596 lumo_ev=-1.090 homo_ev=-8.09 mol_weight_g_mol=405.225 spin_multiplicity=1 orbital_gap_ha=0.2574 charge=0
C -0.0930 -1.2850 -2.7532
C -0.4796 -2.4999 -1.9871
C 0.2120 -3.6511 -1.7510
C 1.3631 -4.2042 -2.3481
C 2.0923 -3.6632 -3.3706
C 1.8063 -2.4688 -4.0674
C 0.8169 -1.5381 -3.9214
H -1.0554 -0.9049 -3.2063
H -1.4313 -2.3705 -1.4508
H -0.2494 -4.3099 -1.0027
H 1.7401 -5.1201 -1.9084
H 3.0031 -4.1841 -3.6538
H 2.4734 -2.3094 -4.9356
H 0.7356 -0.7954 -4.7316
C 5.1471 1.4539 -1.3428
O 4.4882 1.4917 -0.0757
C 3.1467 1.2594 -0.0258
C 2.3622 0.8753 -1.1710
C 0.9891 0.5577 -0.9863
C 0.4410 0.8839 0.2537
N -0.9693 0.7900 0.1458
C -1.9655 0.8696 1.1944
O -3.1107 0.7260 1.0402
O -1.3730 1.1113 2.3962
C -2.2417 1.2016 3.6130
C -3.0041 -0.0825 3.8197
C -3.2274 2.3354 3.4794
C -1.3047 1.4499 4.7770
C -1.2672 0.4938 -1.2014
B -2.8340 0.3967 -1.6250
F -2.7532 0.2145 -3.0922
F -3.1269 -0.7995 -1.0291
F -3.5656 1.5073 -1.3549
C -0.0866 0.1203 -1.9657
C 1.1692 1.1999 1.3890
C 2.5620 1.3744 1.2549
H 6.1815 1.6101 -1.1132
H 5.0143 0.4879 -1.8342
H 4.7863 2.2503 -1.9975
H 2.8110 0.7874 -2.1572
H -2.3195 -0.9328 3.9074
H -3.6085 -0.0422 4.7380
H -3.6780 -0.2429 2.9742
H -2.7097 3.2922 3.3524
H -3.8752 2.1545 2.6171
H -3.8625 2.4142 4.3747
H -0.7623 2.3895 4.6563
H -1.8469 1.5111 5.7299
H -0.5738 0.6452 4.8767
H 0.1235 0.6302 -2.9986
H 0.7316 1.2835 2.3638
H 3.1785 1.6360 2.1045

***

(7)
50
Properties=species:S:1:pos:R:3 method="wB97M-V/def2-TZVPD" e_tot_ev=-33066.1359 lumo_ev=-0.468 smiles="CC(C)C[C@@H](C)COc1cccc2c1C(=O)c1ccc(B(O)O)cc1C2=O" homo_ev=-9.31 mol_weight_g_mol=366.222 spin_multiplicity=1 orbital_gap_ha=0.3250 charge=0
C -1.9846 -0.8959 -3.0170
C -2.5496 -1.8684 -1.9678
C -3.8757 -2.4560 -2.5153
C -1.6207 -3.0625 -1.6568
C -0.6127 -2.8498 -0.5156
C 0.4560 -1.7975 -0.8726
C -1.2457 -2.6046 0.8528
O -1.7136 -1.2643 1.0378
C -1.1581 -0.6028 2.0903
C -1.1359 -1.0941 3.3785
C -0.5415 -0.3952 4.3869
C 0.0422 0.8280 4.1677
C 0.0130 1.3131 2.8916
C -0.5902 0.6327 1.8555
C -0.5906 1.2975 0.5024
O -1.5407 1.2978 -0.2578
C 0.7200 1.9740 0.1699
C 1.2377 1.9110 -1.0909
C 2.4573 2.5137 -1.3188
C 3.1033 3.1525 -0.2822
B 4.5312 3.7974 -0.5567
O 4.7580 4.7585 -1.5169
O 5.5835 3.3183 0.2176
C 2.5555 3.2400 0.9797
C 1.3406 2.6389 1.2026
C 0.6545 2.6356 2.5446
O 0.6062 3.6149 3.2668
H -1.1053 -0.3850 -2.6204
H -2.7319 -0.1075 -3.1544
H -1.7913 -1.3746 -3.9790
H -2.8336 -1.2776 -1.0937
H -4.6446 -1.6856 -2.6042
H -3.7287 -3.0300 -3.4327
H -4.2435 -3.1468 -1.7464
H -1.0261 -3.2344 -2.5657
H -2.1920 -3.9855 -1.5204
H -0.0539 -3.7924 -0.4222
H 0.7417 -1.9375 -1.9189
H 1.3535 -1.8923 -0.2600
H -0.0142 -0.8170 -0.8099
H -0.5043 -2.8853 1.6090
H -2.0739 -3.3115 0.9882
H -1.5857 -2.0593 3.5840
H -0.5106 -0.8077 5.3886
H 0.5196 1.3725 4.9707
H 0.6753 1.3952 -1.8603
H 2.9191 2.4713 -2.2985
H 5.3172 4.3643 -2.1972
H 5.5606 2.3557 0.1632
H 3.0534 3.7381 1.8034

***

(8)
49
Properties=species:S:1:pos:R:3 method="wB97M-V/def2-TZVPD" e_tot_ev=-79358.0834 lumo_ev="-7.057 / -11.263" s_squared=6.091 homo_ev="-14.93 / -14.92" mol_weight_g_mol=428.778 spin_multiplicity=5 orbital_gap_ha="0.2895 / 0.1345" charge=+2
Mn -1.5498 -0.5976 1.1892
Cl -2.8575 0.2565 -0.6118
C -0.5450 -1.2270 2.5791
O 0.0982 -1.6217 3.4688
P 0.3094 -0.2487 -0.1633
C 0.7886 1.4888 -0.4845
C 1.8837 -0.9762 0.4168
C 0.0718 -0.9944 -1.8123
C 2.5224 -2.0187 -0.2635
C 3.7119 -2.5549 0.2326
C 4.2722 -2.0533 1.4062
C 3.6391 -1.0114 2.0884
C 2.4508 -0.4779 1.5995
H 2.0936 -2.4075 -1.1815
H 4.2005 -3.3641 -0.3032
H 5.1975 -2.4723 1.7910
H 4.0677 -0.6197 3.0062
H 1.9578 0.3281 2.1358
C -0.1801 2.4995 -0.4185
C 0.1719 3.8224 -0.6828
C 1.4893 4.1495 -1.0075
C 2.4589 3.1476 -1.0699
C 2.1121 1.8228 -0.8090
H -1.2044 2.2375 -0.1727
H -0.5851 4.5999 -0.6306
H 1.7615 5.1821 -1.2074
H 3.4872 3.3962 -1.3171
H 2.8719 1.0480 -0.8476
C 0.5666 -0.4147 -2.9847
C 0.3687 -1.0463 -4.2128
C -0.3177 -2.2591 -4.2753
C -0.8135 -2.8408 -3.1065
C -0.6267 -2.2081 -1.8804
H 1.0925 0.5339 -2.9401
H 0.7464 -0.5862 -5.1217
H -0.4748 -2.7455 -5.2340
H -1.3574 -3.7802 -3.1522
H -1.0326 -2.6341 -0.9656
H -3.7097 3.3504 -0.9668
H -3.9459 2.8700 -1.4826
C -4.7039 0.2720 3.6794
C -3.3423 0.2900 2.9951
O -3.1707 -0.8721 2.2277
H -5.5110 0.1994 2.9203
H -4.8414 1.2046 4.2661
H -4.7723 -0.5975 4.3674
H -3.2947 1.1725 2.3225
H -2.5348 0.3820 3.7548
H -3.0209 -1.6238 2.8589

***

Copy entry 6 word for word.
52
Properties=species:S:1:pos:R:3 method="wB97M-V/def2-TZVPD" e_above_lowest_kj_mol=332.9 e_tot_ev=-38612.6596 lumo_ev=-1.090 homo_ev=-8.09 mol_weight_g_mol=405.225 spin_multiplicity=1 orbital_gap_ha=0.2574 charge=0
C -0.0930 -1.2850 -2.7532
C -0.4796 -2.4999 -1.9871
C 0.2120 -3.6511 -1.7510
C 1.3631 -4.2042 -2.3481
C 2.0923 -3.6632 -3.3706
C 1.8063 -2.4688 -4.0674
C 0.8169 -1.5381 -3.9214
H -1.0554 -0.9049 -3.2063
H -1.4313 -2.3705 -1.4508
H -0.2494 -4.3099 -1.0027
H 1.7401 -5.1201 -1.9084
H 3.0031 -4.1841 -3.6538
H 2.4734 -2.3094 -4.9356
H 0.7356 -0.7954 -4.7316
C 5.1471 1.4539 -1.3428
O 4.4882 1.4917 -0.0757
C 3.1467 1.2594 -0.0258
C 2.3622 0.8753 -1.1710
C 0.9891 0.5577 -0.9863
C 0.4410 0.8839 0.2537
N -0.9693 0.7900 0.1458
C -1.9655 0.8696 1.1944
O -3.1107 0.7260 1.0402
O -1.3730 1.1113 2.3962
C -2.2417 1.2016 3.6130
C -3.0041 -0.0825 3.8197
C -3.2274 2.3354 3.4794
C -1.3047 1.4499 4.7770
C -1.2672 0.4938 -1.2014
B -2.8340 0.3967 -1.6250
F -2.7532 0.2145 -3.0922
F -3.1269 -0.7995 -1.0291
F -3.5656 1.5073 -1.3549
C -0.0866 0.1203 -1.9657
C 1.1692 1.1999 1.3890
C 2.5620 1.3744 1.2549
H 6.1815 1.6101 -1.1132
H 5.0143 0.4879 -1.8342
H 4.7863 2.2503 -1.9975
H 2.8110 0.7874 -2.1572
H -2.3195 -0.9328 3.9074
H -3.6085 -0.0422 4.7380
H -3.6780 -0.2429 2.9742
H -2.7097 3.2922 3.3524
H -3.8752 2.1545 2.6171
H -3.8625 2.4142 4.3747
H -0.7623 2.3895 4.6563
H -1.8469 1.5111 5.7299
H -0.5738 0.6452 4.8767
H 0.1235 0.6302 -2.9986
H 0.7316 1.2835 2.3638
H 3.1785 1.6360 2.1045